A molecular structure, C16H31BaBr2N4O2. Source: the Open Molecules 2025 dataset; level of theory: wB97M-V/def2-TZVPD.

```
! RIJCOSX wB97M-V def2-TZVPD def2/J DEFGRID3
* xyz 0 2
Ba 0.3631 1.0512 -0.1930
C -3.1963 0.7358 1.0368
C -2.2809 -0.3833 1.5235
N -1.0315 0.1253 2.0849
C -1.1071 1.0365 3.2232
C -0.2865 2.3049 2.9925
N -0.6637 3.0356 1.7751
C -2.0520 3.4926 1.6912
C -2.7027 3.0651 0.3736
N -2.5110 1.6402 0.1083
H -4.0790 0.2821 0.5763
H -3.5782 1.3152 1.8796
H -2.8382 -1.0169 2.2284
H -2.0063 -0.9914 0.6558
H -0.3821 -0.6279 2.2690
H -2.1498 1.2781 3.4359
H -0.7258 0.5696 4.1365
H -0.3539 2.9379 3.8887
H 0.7573 2.0015 2.8800
H -0.0326 3.8182 1.6597
H -2.6179 3.1036 2.5391
H -2.1222 4.5809 1.7723
H -3.7659 3.3465 0.3893
H -2.2377 3.6243 -0.4401
H -2.7914 1.4319 -0.8422
Br 3.0654 2.0647 -1.4107
C 0.7725 2.8388 -3.8345
Br -0.4574 3.4875 -2.5921
H 0.5531 1.8672 -4.2429
H 1.7646 3.2466 -3.7552
C -1.6153 -2.4667 -2.3619
C -0.2438 -1.7848 -2.4356
C -0.0890 -1.1028 -3.8002
C 0.8585 -2.8386 -2.2742
O -0.1349 -0.8389 -1.4277
H -1.7468 -3.2232 -3.1402
H -2.4024 -1.7165 -2.4724
H -1.7325 -2.9463 -1.3870
H -0.1652 -1.8096 -4.6308
H 0.8838 -0.6074 -3.8512
H -0.8701 -0.3459 -3.9175
H 0.7999 -3.6170 -3.0402
H 0.7800 -3.3083 -1.2906
H 1.8350 -2.3539 -2.3454
O 2.0720 -0.1101 1.6870
N 2.8088 -1.1350 1.3655
C 2.8884 -2.1826 2.2130
C 3.6387 -3.2922 1.8987
C 4.3294 -3.3375 0.6971
C 4.2461 -2.2454 -0.1491
C 3.4855 -1.1492 0.1989
H 2.3204 -2.0615 3.1219
H 3.6713 -4.1128 2.6011
H 4.9193 -4.2027 0.4301
H 4.7674 -2.2234 -1.0954
H 3.3892 -0.2500 -0.4028
*
```

Computed properties:
HOMO level (spin up / spin down): -7.696 / -7.925 eV
Max |F|: 0.01071 hartree/bohr
Energy relative to the best compared isomer or geometry (same formula, charge and spin): 0.000 eV
E: -167929.2043 eV

Löwdin atomic charge list, values in e, 6 entries: number 1, Ba, carries 1.5492; number 2, C, carries -0.2021; number 3, C, carries -0.2135; number 4, N, carries -0.1698; number 5, C, carries -0.2043; number 6, C, carries -0.2183